# 1
Density functional theory data (wB97M-V/def2-TZVPD) for a molecular structure, C35H73BrCl2N4SSbSiTi at a distorted geometry.

Geometry (Å):
Ti  -0.26  -0.39  -0.62
C  -2.95  -1.06  -3.08
C  -3.10  0.07  -2.07
N  -2.42  -0.21  -0.79
C  -3.18  -1.10  0.10
C  -2.48  -1.06  1.45
N  -1.06  -1.44  1.25
C  -0.92  -2.90  1.44
C  0.51  -3.41  1.68
C  1.61  -2.64  0.96
N  1.23  -2.16  -0.38
C  0.97  -3.28  -1.31
C  0.33  -2.75  -2.57
N  -0.78  -1.86  -2.19
C  -1.48  -1.32  -3.38
H  -3.45  -0.75  -4.00
H  -3.44  -1.97  -2.73
H  -4.16  0.27  -1.88
H  -2.65  0.97  -2.49
H  -2.34  0.70  -0.30
H  -3.20  -2.11  -0.30
H  -4.21  -0.76  0.21
H  -2.98  -1.71  2.16
H  -2.53  -0.04  1.84
H  -0.53  -0.97  1.99
H  -1.36  -3.39  0.57
H  -1.51  -3.21  2.30
H  0.54  -4.46  1.41
H  0.73  -3.36  2.75
H  2.50  -3.28  0.90
H  1.89  -1.78  1.56
H  2.05  -1.68  -0.74
H  0.30  -3.99  -0.82
H  1.89  -3.82  -1.55
H  -0.03  -3.58  -3.18
H  1.03  -2.18  -3.17
H  -1.46  -2.45  -1.70
H  -1.40  -2.04  -4.20
H  -1.00  -0.39  -3.69
Cl  4.28  -0.46  1.91
C  3.04  0.79  2.04
Cl  1.81  0.65  0.73
H  3.51  1.76  1.91
H  2.52  0.71  2.99
C  -0.83  6.11  4.49
C  -0.29  4.75  4.03
C  0.47  4.95  2.70
C  0.72  4.26  5.08
Si  -1.75  3.51  3.85
Br  -0.69  1.66  2.95
C  -3.08  4.00  2.55
C  -4.19  4.82  3.25
C  -3.71  2.77  1.89
C  -2.51  4.87  1.42
C  -2.45  2.74  5.47
C  -3.69  1.87  5.21
C  -1.43  1.83  6.19
C  -2.84  3.88  6.42
H  -0.01  6.83  4.55
H  -1.29  6.05  5.48
H  -1.58  6.51  3.80
H  1.44  5.41  2.91
H  -0.07  5.60  2.02
H  0.66  4.00  2.18
H  1.53  4.99  5.16
H  1.16  3.30  4.81
H  0.27  4.17  6.07
H  -4.74  4.23  3.97
H  -4.90  5.18  2.50
H  -3.78  5.69  3.77
H  -4.11  2.05  2.61
H  -2.97  2.26  1.27
H  -4.53  3.08  1.24
H  -2.16  5.83  1.79
H  -3.31  5.08  0.70
H  -1.70  4.38  0.89
H  -3.47  1.05  4.51
H  -4.53  2.43  4.83
H  -4.00  1.41  6.15
H  -1.35  0.86  5.71
H  -1.76  1.67  7.22
H  -0.43  2.26  6.23
H  -3.51  4.60  5.95
H  -1.96  4.42  6.77
H  -3.35  3.48  7.30
S  -0.52  2.08  -0.62
C  -1.20  2.98  -2.00
C  -0.36  3.44  -3.02
C  -0.87  4.19  -4.07
C  -2.22  4.51  -4.11
C  -3.05  4.09  -3.08
C  -2.54  3.34  -2.03
H  0.70  3.26  -2.96
H  -0.21  4.54  -4.85
H  -2.62  5.09  -4.93
H  -4.10  4.36  -3.08
H  -3.20  3.05  -1.21
C  3.77  -1.72  -3.40
C  3.68  -0.48  -2.52
Sb  1.78  0.60  -2.47
C  1.38  0.79  -4.62
C  2.42  1.51  -5.47
C  2.87  2.37  -1.79
C  3.51  3.25  -2.85
H  4.79  -2.12  -3.38
H  3.55  -1.49  -4.45
H  3.10  -2.52  -3.08
H  4.39  0.27  -2.88
H  3.95  -0.71  -1.49
H  0.40  1.26  -4.71
H  1.28  -0.25  -4.95
H  2.40  2.58  -5.30
H  2.20  1.34  -6.53
H  3.42  1.14  -5.28
H  3.65  1.93  -1.17
H  2.20  2.94  -1.15
H  4.13  2.67  -3.54
H  4.15  3.99  -2.37
H  2.77  3.79  -3.44

The value obtained for the HOMO-LUMO gap (alpha / beta) is 0.2703 / 0.2831 hartree. The calculation puts the total energy at -6867.8681 Eh. For the LUMO energy (alpha / beta), the calculation gives -5.665 / -5.271 eV. As for the spin multiplicity: 2. Its expectation value of S² is 0.760. Its total charge is +2. Its highest occupied orbital energy (alpha / beta) is -13.019 / -12.973 eV.

Löwdin atomic charge list, values in e, 6 entries: Ti 0.5271; C -0.1367; C -0.1748; N -0.1904; C -0.1612; C -0.1862

# 2
Density functional theory data (wB97M-V/def2-TZVPD) for 9 unconnected molecules or ions with the total composition C35H73FO16 at a distorted geometry.

Geometry (Å):
C  0.09  -1.27  0.06
C  1.37  -0.43  -0.01
O  2.25  -1.26  -0.75
C  1.81  -2.54  -0.73
O  2.45  -3.44  -1.17
O  0.63  -2.58  -0.10
F  1.93  -0.25  1.23
H  -0.51  -1.09  -0.83
H  -0.42  -1.12  1.01
H  1.22  0.54  -0.47
C  4.38  7.52  0.13
C  3.55  6.63  -0.79
O  3.45  5.39  -0.15
C  3.00  4.31  -0.94
C  2.52  3.21  0.00
H  3.83  7.75  1.05
H  5.31  7.05  0.45
H  4.56  8.51  -0.28
H  2.60  7.14  -1.00
H  4.14  6.62  -1.72
H  2.10  4.67  -1.45
H  3.75  3.89  -1.62
H  3.38  2.89  0.60
H  2.10  2.39  -0.58
H  1.87  3.55  0.81
C  -6.14  -3.22  -0.63
C  -5.02  -2.32  -1.12
O  -4.24  -1.75  -0.08
C  -3.49  -2.64  0.70
C  -2.90  -1.85  1.86
H  -5.74  -4.06  -0.06
H  -6.79  -2.63  0.02
H  -6.77  -3.62  -1.43
H  -4.40  -2.82  -1.87
H  -5.45  -1.47  -1.64
H  -4.03  -3.49  1.12
H  -2.66  -3.02  0.09
H  -2.09  -2.44  2.29
H  -3.66  -1.73  2.63
H  -2.63  -0.84  1.56
C  0.67  0.34  -3.76
C  0.01  1.60  -3.23
O  -0.51  1.26  -1.95
C  -1.26  2.31  -1.37
C  -1.99  1.81  -0.14
H  1.16  0.51  -4.72
H  1.38  -0.08  -3.05
H  -0.08  -0.44  -3.94
H  0.71  2.44  -3.11
H  -0.80  1.90  -3.91
H  -0.56  3.11  -1.07
H  -1.98  2.72  -2.10
H  -2.53  2.60  0.37
H  -1.24  1.40  0.55
H  -2.67  1.00  -0.41
O  -0.83  0.36  2.80
C  -0.86  0.76  3.95
O  -1.33  1.95  4.31
C  -1.84  2.81  3.30
C  -0.77  3.72  2.75
C  -0.36  -0.02  5.15
H  -2.65  3.45  3.67
H  -2.40  2.24  2.56
H  -0.43  4.40  3.52
H  -1.22  4.33  1.97
H  0.09  3.15  2.39
H  -1.26  -0.32  5.69
H  0.21  0.61  5.83
H  0.21  -0.87  4.78
O  -1.62  -4.50  -6.37
C  -0.86  -5.17  -5.71
O  -0.34  -4.89  -4.51
C  -0.46  -3.60  -3.91
C  -1.21  -3.76  -2.60
C  -0.53  -6.59  -6.08
H  -1.07  -2.98  -4.57
H  0.52  -3.14  -3.77
H  -2.27  -3.97  -2.75
H  -1.20  -2.87  -1.98
H  -0.72  -4.51  -1.98
H  -0.84  -6.79  -7.10
H  -1.02  -7.25  -5.37
H  0.55  -6.73  -6.03
O  2.82  -1.63  5.08
C  3.88  -2.22  5.06
O  4.39  -2.78  3.98
C  3.68  -2.80  2.74
C  2.58  -3.85  2.79
C  4.84  -2.09  6.22
H  4.40  -3.12  2.00
H  3.23  -1.83  2.51
H  2.93  -4.87  2.93
H  2.09  -3.88  1.81
H  1.82  -3.66  3.55
H  4.67  -2.93  6.91
H  4.55  -1.21  6.78
H  5.88  -1.94  5.96
O  5.10  2.57  3.28
C  3.94  2.57  3.60
O  3.12  3.60  3.49
C  3.68  4.86  3.12
C  3.03  6.00  3.90
C  3.24  1.32  4.09
H  3.55  5.13  2.07
H  4.74  4.85  3.36
H  1.95  5.86  3.97
H  3.25  6.99  3.48
H  3.32  6.13  4.94
H  3.23  0.62  3.25
H  2.18  1.54  4.25
H  3.72  0.82  4.92
O  -4.18  -2.98  -6.35
C  -4.85  -2.81  -5.37
O  -4.59  -1.88  -4.46
C  -3.51  -0.99  -4.70
C  -3.07  -0.40  -3.36
C  -6.11  -3.60  -5.15
H  -3.82  -0.18  -5.36
H  -2.68  -1.48  -5.19
H  -2.48  0.50  -3.51
H  -2.50  -1.08  -2.73
H  -3.99  -0.12  -2.84
H  -6.86  -3.40  -5.91
H  -6.58  -3.47  -4.18
H  -5.83  -4.65  -5.22

The value obtained for the HOMO-LUMO gap is 0.3828 hartree. The calculation puts the total energy at -2681.1047 Eh. For the LUMO energy, the calculation gives 0.565 eV. As for the SMILES: O=C1OC[C@@H](F)O1.CCOC(C)=O.CCOC(C)=O.CCOC(C)=O.CCOC(C)=O.CCOC(C)=O.CCOCC.CCOCC.CCOCC. Its highest occupied orbital energy is -9.851 eV.

Löwdin atomic charge list, values in e, 6 entries: C -0.0373; C -0.2790; O 0.1237; C -0.5771; O 0.1685; O 0.0472

# 3
Density functional theory data (wB97M-V/def2-TZVPD) for 11 unconnected molecules or ions with the total composition C35H73N3O26S4 at a distorted geometry.

Geometry (Å):
C  13.25  9.52  13.62
C  14.19  8.41  13.93
O  13.87  7.33  13.00
C  13.18  6.32  13.40
O  12.73  6.17  14.55
O  12.86  5.39  12.40
C  13.39  5.62  11.09
H  13.51  10.42  14.27
H  12.11  9.16  13.85
H  13.31  9.89  12.64
H  14.02  8.01  14.95
H  15.24  8.70  13.82
H  14.49  5.60  11.04
H  12.98  6.57  10.90
H  12.99  4.86  10.39
C  14.17  14.71  11.80
C  14.27  13.76  12.95
O  15.21  14.35  13.87
C  15.38  13.71  15.01
O  14.83  12.70  15.32
O  16.31  14.23  15.80
C  16.85  15.52  15.44
H  13.32  14.50  11.11
H  15.06  14.60  11.16
H  13.99  15.72  12.19
H  14.62  12.70  12.79
H  13.31  13.70  13.48
H  17.33  15.36  14.52
H  17.65  15.68  16.21
H  16.06  16.24  15.30
C  15.91  12.05  9.11
C  17.15  12.21  9.95
O  16.71  12.32  11.31
C  17.19  11.34  12.17
O  17.95  10.42  11.89
O  16.67  11.49  13.35
C  17.27  10.78  14.50
H  15.27  11.31  9.54
H  16.17  11.75  8.02
H  15.36  12.96  9.18
H  17.74  13.08  9.68
H  17.85  11.35  9.95
H  17.15  11.51  15.32
H  18.42  10.67  14.46
H  16.80  9.76  14.65
C  19.63  13.14  23.11
C  18.87  11.90  23.47
O  18.49  11.19  22.30
C  18.88  9.93  22.27
O  19.60  9.33  23.07
O  18.32  9.36  21.16
C  18.66  7.96  20.81
H  20.48  12.94  22.42
H  19.97  13.53  24.06
H  18.96  13.94  22.68
H  17.89  12.09  23.98
H  19.50  11.22  23.95
H  19.73  7.81  20.96
H  18.38  7.84  19.80
H  18.09  7.24  21.43
C  15.16  9.89  17.80
N  15.11  9.63  19.26
O  15.33  8.50  19.65
O  15.00  10.62  20.00
H  14.39  10.62  17.57
H  15.03  8.96  17.26
H  16.09  10.29  17.49
C  13.69  13.19  21.15
N  14.69  13.40  22.23
O  15.64  14.16  21.87
O  14.48  12.86  23.28
H  13.13  14.16  21.16
H  12.99  12.38  21.40
H  14.21  13.08  20.20
C  15.06  5.83  16.59
N  16.07  6.31  15.57
O  16.98  7.09  16.00
O  16.06  5.80  14.51
H  14.08  5.97  16.10
H  15.10  6.39  17.52
H  15.37  4.76  16.79
C  9.87  11.90  16.01
C  11.26  12.35  15.62
C  12.19  11.59  16.50
S  11.50  11.59  18.18
O  11.85  12.82  18.77
O  11.69  10.37  18.93
C  9.82  11.65  17.53
H  9.78  10.88  15.60
H  9.02  12.49  15.70
H  11.39  13.43  15.83
H  11.52  12.18  14.57
H  13.19  12.13  16.55
H  12.33  10.61  16.02
H  9.24  12.40  18.15
H  9.39  10.72  17.86
C  20.15  11.39  18.67
C  18.79  11.22  17.99
C  17.93  12.50  18.18
S  19.23  13.73  17.97
O  18.78  14.94  18.61
O  19.71  13.80  16.63
C  20.47  12.86  19.02
H  20.97  11.02  18.05
H  20.11  10.79  19.55
H  18.22  10.41  18.44
H  18.76  10.93  16.93
H  17.53  12.66  19.21
H  17.23  12.61  17.32
H  20.31  13.10  20.03
H  21.44  13.23  18.95
C  9.22  6.55  18.55
C  9.73  5.29  17.94
C  10.96  5.67  17.05
S  11.42  7.39  17.44
O  10.82  8.26  16.44
O  12.86  7.63  17.58
C  10.52  7.24  18.95
H  8.58  6.39  19.47
H  8.65  7.28  17.93
H  8.94  4.75  17.43
H  10.07  4.59  18.71
H  10.73  5.64  16.00
H  11.75  5.00  17.21
H  10.36  8.20  19.36
H  11.05  6.53  19.64
C  13.71  9.19  22.93
C  13.55  8.11  23.99
C  12.07  8.16  24.46
S  11.18  8.16  22.88
O  9.89  8.82  23.10
O  11.13  6.86  22.34
C  12.44  9.10  21.97
H  14.57  8.93  22.41
H  13.68  10.19  23.28
H  14.23  8.10  24.82
H  13.77  7.17  23.55
H  11.99  9.09  25.01
H  11.72  7.37  25.12
H  11.99  10.06  21.68
H  12.75  8.39  21.24

The value obtained for the HOMO-LUMO gap is 0.3738 hartree. The calculation puts the total energy at -5090.2705 Eh. For the LUMO energy, the calculation gives 0.130 eV. As for the SMILES: C[N+](=O)[O-].C[N+](=O)[O-].C[N+](=O)[O-].O=S1(=O)CCCC1.O=S1(=O)CCCC1.O=S1(=O)CCCC1.O=S1(=O)CCCC1.CCOC(=O)OC.CCOC(=O)OC.CCOC(=O)OC.CCOC(=O)OC. Its highest occupied orbital energy is -10.042 eV.

Löwdin atomic charge list, values in e, 6 entries: C -0.0474; C -0.1748; O 0.0281; C -0.5322; O 0.0568; O -0.0190

> Which formula does entry 1 have?

C35H73BrCl2N4SSbSiTi